[1]
Entry from OMol25: 2 unconnected molecules or ions with the total composition C9H13N3 at a distorted geometry (the ωB97M-V functional and the def2-TZVPD basis).

Each line ends with the natural charge from an NBO analysis.
Positions of all 25 atoms, in Å:
H: -0.2308 -1.2050 3.6519  0.335
N: -0.2786 -0.2981 4.1395  -0.478
C: 0.5573 0.4748 3.5669  0.286
C: 1.4481 0.1870 2.3890  0.071
N: 2.1041 1.2548 2.1290  -0.442
C: 1.6882 2.2330 3.0779  0.256
N: 0.7821 1.7870 3.9724  -0.451
H: 1.5913 -0.7925 1.8922  0.215
H: 2.0904 3.2385 3.0642  0.207
C: -0.9597 1.4048 0.6973  -0.258
C: -0.8175 0.8031 -0.3362  0.002
C: -0.7857 0.1066 -1.6404  -0.300
C: 0.4198 0.5490 -2.4618  -0.595
C: -0.8516 -1.4334 -1.4791  -0.379
C: -1.0780 -2.1356 -2.7986  -0.613
H: -1.1723 1.8895 1.6342  0.243
H: -1.6843 0.4098 -2.2035  0.225
H: 0.4159 0.1264 -3.4766  0.211
H: 1.3420 0.2454 -1.9651  0.210
H: 0.4478 1.6548 -2.5920  0.221
H: -1.6631 -1.7104 -0.7889  0.212
H: 0.0753 -1.8078 -0.9884  0.197
H: -0.2149 -2.0980 -3.4613  0.205
H: -1.9000 -1.6865 -3.3506  0.204
H: -1.3258 -3.1972 -2.6721  0.216

DFT total energy	-14010.723	eV
SMILES	[H]/N=C1\C=NC=N1.C#C[C@@H](C)CC
E_HOMO	-0.36794	hartree
orbital gap	8.7	eV
spin multiplicity	1
LUMO level	-1.28	eV


[2]
Entry from OMol25: 13 unconnected molecules or ions with the total composition C38H61N9O21S4 at a distorted geometry (the ωB97M-V functional and the def2-TZVPD basis).

Each line ends with the Mulliken charge.
Positions of all 133 atoms, in Å:
O: 8.9869 -7.2400 0.4858  -0.703
C: 9.5880 -8.0583 1.1584  0.667
N: 10.5696 -8.5664 0.6180  -0.302
C: 9.2918 -8.3514 2.4992  -0.902
H: 10.7465 -8.4512 -0.3697  0.228
H: 11.1537 -9.2552 1.0703  0.184
H: 8.2200 -8.4434 2.6749  0.269
H: 9.7259 -7.5666 3.1186  0.233
H: 9.6797 -9.3092 2.8458  0.328
O: 16.2141 -19.8920 -0.0608  -0.651
C: 15.6823 -20.9609 -0.2506  0.665
N: 14.6791 -21.0280 -1.0380  -0.333
C: 16.1408 -22.2269 0.3772  -0.882
H: 14.4556 -20.2894 -1.6896  0.217
H: 14.0302 -21.8019 -1.0273  0.185
H: 16.9551 -22.7603 -0.1132  0.259
H: 15.3717 -22.9927 0.2762  0.283
H: 16.5109 -21.9916 1.3751  0.255
O: 1.4820 -5.3204 -2.1774  -0.658
C: 2.7019 -5.4272 -1.9351  0.708
N: 3.3255 -6.5672 -1.9380  -0.364
C: 3.5398 -4.3061 -1.2986  -1.023
H: 2.7398 -7.3355 -2.2327  0.248
H: 4.2280 -6.6458 -1.4913  0.202
H: 2.9754 -3.3788 -1.2005  0.263
H: 4.3366 -4.1783 -2.0313  0.315
H: 3.9367 -4.6704 -0.3510  0.309
O: 13.6614 -12.8544 2.3472  -0.658
C: 13.9562 -14.0303 2.1101  0.675
N: 14.9952 -14.3214 1.4228  -0.361
C: 12.9791 -15.1947 2.5347  -0.990
H: 15.5630 -13.5052 1.2452  0.252
H: 15.3643 -15.2502 1.2774  0.209
H: 13.4164 -15.7418 3.3698  0.305
H: 13.0596 -15.9460 1.7491  0.288
H: 11.9412 -14.9839 2.7928  0.282
O: -0.0587 -11.3421 -3.7955  -0.605
C: -0.8486 -10.8094 -4.5267  0.571
N: -0.8849 -11.1204 -5.7938  -0.360
C: -1.9957 -9.7962 -4.0426  -0.961
H: -0.1739 -11.7585 -6.1215  0.237
H: -1.6900 -11.0495 -6.3996  0.205
H: -1.7565 -9.6808 -2.9855  0.263
H: -3.0390 -9.8457 -4.3543  0.336
H: -1.6866 -8.9004 -4.5812  0.314
N: 5.4889 -7.0816 -8.1542  -0.566
C: 6.1274 -5.9648 -8.5330  -0.091
C: 7.0727 -5.2412 -7.8806  -0.452
C: 7.5454 -5.8848 -6.7712  -0.118
C: 7.0287 -7.0995 -6.2909  -0.435
C: 5.8839 -7.5823 -6.9832  -0.112
H: 5.7615 -5.5566 -9.4636  0.350
H: 7.6040 -4.3733 -8.2424  0.359
H: 8.4379 -5.5063 -6.2952  0.344
H: 7.4010 -7.5826 -5.3996  0.367
H: 5.3348 -8.3256 -6.4243  0.354
N: 3.2734 -15.1911 -8.4832  -0.527
C: 4.5155 -14.9836 -7.8638  -0.243
C: 5.6985 -15.3019 -8.4762  -0.310
C: 5.6771 -15.8579 -9.7250  -0.144
C: 4.4896 -15.9706 -10.4410  -0.388
C: 3.2989 -15.6807 -9.7487  -0.155
H: 4.6103 -14.5607 -6.8747  0.360
H: 6.6569 -15.1874 -7.9916  0.359
H: 6.5940 -16.2806 -10.1084  0.350
H: 4.5956 -16.4736 -11.3909  0.340
H: 2.3485 -15.8238 -10.2413  0.359
N: 6.8968 -16.2369 -1.8961  -0.550
C: 8.2221 -16.5579 -2.0949  -0.217
C: 9.2227 -15.6252 -2.0286  -0.462
C: 8.9039 -14.3329 -1.6938  -0.141
C: 7.5851 -13.9616 -1.5530  -0.268
C: 6.6436 -14.9687 -1.5912  -0.258
H: 8.4540 -17.6050 -2.2220  0.404
H: 10.2685 -15.8609 -2.1596  0.362
H: 9.5489 -13.4762 -1.5652  0.369
H: 7.3653 -12.9077 -1.4671  0.376
H: 5.5981 -14.7028 -1.5394  0.385
N: 9.8533 -22.5605 1.8592  -0.523
C: 9.6717 -23.8393 1.5258  -0.200
C: 10.0754 -24.8747 2.3665  -0.253
C: 10.4057 -24.5590 3.6522  -0.296
C: 10.4442 -23.2470 4.0170  -0.245
C: 10.1273 -22.2405 3.1312  -0.277
H: 9.3274 -24.0868 0.5325  0.352
H: 10.0161 -25.8734 1.9598  0.353
H: 10.4989 -25.3428 4.3893  0.364
H: 10.6586 -22.9319 5.0276  0.330
H: 10.1867 -21.1923 3.3846  0.395
C: -0.0263 -14.0306 1.8440  -0.261
C: -1.0166 -12.9675 2.3868  -0.384
O: -0.1413 -12.0132 2.9699  -0.325
S: 1.0286 -12.8543 3.8456  1.083
O: 0.4742 -13.1843 5.1587  -0.510
O: 2.3699 -12.2644 3.6994  -0.495
O: 0.7922 -14.1945 2.8834  -0.301
H: 0.4618 -13.6052 0.9672  0.284
H: -0.5675 -14.9360 1.5694  0.303
H: -1.8257 -13.2881 3.0430  0.286
H: -1.5379 -12.4678 1.5704  0.320
C: 16.0376 -12.7122 -5.6171  -0.249
C: 15.3647 -13.4157 -4.4273  -0.269
O: 14.2665 -12.6228 -4.1559  -0.289
S: 13.5865 -11.9905 -5.4771  1.073
O: 13.0129 -10.6495 -5.1629  -0.524
O: 12.6908 -12.9687 -6.1787  -0.538
O: 14.9756 -11.9024 -6.2003  -0.301
H: 16.2837 -13.3312 -6.4799  0.249
H: 16.7326 -11.9045 -5.3875  0.237
H: 16.0456 -13.6446 -3.6075  0.315
H: 14.9617 -14.3674 -4.7737  0.295
C: 5.3509 -20.6613 -6.3618  -0.311
C: 5.5775 -21.9058 -5.4678  -0.234
O: 6.5925 -22.5116 -6.2301  -0.321
S: 7.7706 -21.5151 -6.7863  1.045
O: 8.3798 -21.9188 -8.0883  -0.499
O: 8.7043 -21.0468 -5.6806  -0.516
O: 6.6198 -20.3327 -6.9906  -0.298
H: 5.0259 -19.7704 -5.8245  0.293
H: 4.5265 -20.7291 -7.0716  0.275
H: 4.7164 -22.5676 -5.3744  0.299
H: 5.8679 -21.5160 -4.4922  0.266
C: 6.4754 -16.8786 5.0884  -0.175
C: 5.8105 -18.0632 5.7357  -0.263
O: 6.0664 -17.9522 7.1542  -0.330
S: 6.5203 -16.5126 7.6728  1.100
O: 7.8118 -16.6803 8.3153  -0.511
O: 5.4121 -15.8097 8.3393  -0.512
O: 6.6988 -15.9055 6.1248  -0.342
H: 5.8975 -16.4628 4.2630  0.286
H: 7.4470 -17.1982 4.7115  0.251
H: 6.1806 -19.0447 5.4395  0.253
H: 4.7230 -18.0396 5.6666  0.242

DFT total energy	-140135.436	eV
E_HOMO	-0.33812	hartree
orbital gap	9.1	eV
spin multiplicity	1
LUMO level	-0.11	eV


[3]
Entry from OMol25: a gas-phase ion, C6H13N4 (charge +1) at a distorted geometry (the ωB97M-V functional and the def2-TZVPD basis).

Each line ends with the natural charge from an NBO analysis.
Positions of all 23 atoms, in Å:
C: -2.2756 0.2917 1.0163  -0.580
C: -1.5683 -0.0892 -0.3820  -0.320
C: -2.0476 -1.4895 -0.7826  -0.590
C: -0.1266 -0.0843 -0.1366  0.476
N: 0.7130 -0.9925 0.0909  -0.258
N: 1.9679 -0.6356 0.2390  0.038
C: 3.0260 -1.5827 0.3512  -0.445
N: 2.0858 0.6332 0.1328  0.095
N: 1.0173 1.2463 -0.1456  -0.135
C: 0.8389 2.6243 -0.3380  -0.447
H: -3.3613 0.0423 0.8159  0.231
H: -2.2163 1.4183 1.0967  0.217
H: -2.0159 -0.1748 1.8864  0.226
H: -1.8332 0.6703 -1.1045  0.254
H: -3.0863 -1.3137 -0.7015  0.226
H: -1.7158 -2.3228 -0.0508  0.240
H: -1.7889 -1.7606 -1.8471  0.235
H: 2.6998 -2.5487 0.7236  0.267
H: 3.5335 -1.7411 -0.5888  0.243
H: 3.9626 -1.0996 0.9151  0.264
H: -0.2655 2.6650 -0.6236  0.238
H: 1.0206 3.2778 0.6691  0.266
H: 1.4360 2.9658 -1.2360  0.259

DFT total energy	-12383.067	eV
SMILES	CC(C)c1nn(C)n[n+]1C
E_HOMO	-0.53062	hartree
orbital gap	10.6	eV
spin multiplicity	1
LUMO level	-3.88	eV
charge	+1


[4]
Entry from OMol25: 2 unconnected molecules or ions with the total composition C9H14S at a distorted geometry (the ωB97M-V functional and the def2-TZVPD basis).

Each line ends with the Mulliken spin population.
Positions of all 24 atoms, in Å:
C: -0.6649 0.2599 -3.1925  -0.055
C: -2.1002 0.5875 -3.6027  0.020
S: -0.1969 1.6727 -2.0670  0.887
H: -0.4130 -0.8171 -2.9106  0.023
H: 0.0687 0.2960 -4.0184  0.056
H: -2.4576 0.0382 -4.4211  0.001
H: -1.1727 2.6908 -2.1033  -0.011
H: -2.0973 1.6814 -3.8368  -0.003
H: -2.8528 0.6135 -2.8299  -0.005
C: 0.7635 -1.4114 -0.0303  0.013
C: -0.0797 -0.5556 3.4962  0.008
C: -0.0982 -1.0807 2.2945  0.027
C: 0.8728 0.3523 3.7651  -0.002
C: 0.7100 -0.6851 1.3182  -0.007
C: 1.7438 0.7157 2.7514  0.043
C: 1.7828 0.1904 1.4560  0.005
H: -0.7051 -0.7790 4.3952  0.000
H: -0.9428 -1.7739 2.0434  -0.001
H: 0.6085 1.0385 4.5296  0.000
H: 2.4412 1.3287 3.1421  0.001
H: 1.6366 -2.1145 0.0276  0.000
H: 0.7564 -0.7236 -0.8586  0.004
H: 2.5615 0.5051 0.7881  -0.001
H: -0.1645 -2.0296 -0.1359  -0.002

DFT total energy	-20383.661	eV
E_HOMO (spin up / spin down)	-0.43760 / -0.43289	hartree
orbital gap (spin up / spin down)	7.7 / 2.7	eV
spin multiplicity	2
LUMO level (spin up / spin down)	-4.24 / -9.12	eV
charge	+1


[5]
Entry from OMol25: a molecular structure, C27H32BF3O2 at a distorted geometry (the ωB97M-V functional and the def2-TZVPD basis).

Each line ends with the natural charge from an NBO analysis.
Positions of all 65 atoms, in Å:
C: 2.0534 -0.1822 3.3871  -0.641
C: 2.6928 -0.7739 2.1224  0.247
C: 3.9731 -1.4581 2.4921  -0.621
C: 1.6905 -1.7531 1.3638  0.278
C: 2.3764 -2.8801 0.6045  -0.639
C: 0.6625 -2.4408 2.2528  -0.633
O: 1.0408 -0.8882 0.4737  -0.786
B: 1.7411 0.3896 0.4856  0.991
C: 0.5194 1.4537 1.0478  -0.277
C: -0.7827 1.0325 0.7431  -0.152
C: -1.7644 1.9627 0.4204  -0.218
C: -1.4501 3.3133 0.5780  -0.185
C: -2.4234 4.3130 0.0029  0.981
F: -2.3786 5.5332 0.6086  -0.327
F: -2.1426 4.5115 -1.3359  -0.344
F: -3.7215 3.8713 0.0767  -0.330
C: -0.2383 3.7418 1.1355  -0.182
C: 0.7567 2.7784 1.4059  -0.235
C: -3.1686 -0.8661 -0.3616  -0.239
C: -3.1936 -1.5748 0.8921  -0.474
C: -4.1260 -0.3861 0.6099  -0.463
O: 2.9396 0.2971 1.1879  -0.760
H: 1.9569 -0.9562 4.1590  0.211
H: 2.7103 0.5963 3.7926  0.218
H: 1.0780 0.2812 3.1861  0.233
H: 3.7347 -2.3054 3.1366  0.210
H: 4.4952 -1.8196 1.6084  0.214
H: 4.5938 -0.7578 3.0450  0.219
H: 2.8150 -3.5862 1.3240  0.215
H: 1.6473 -3.4441 0.0083  0.213
H: 3.1671 -2.5319 -0.0658  0.199
H: 1.1939 -3.1433 2.9174  0.205
H: 0.0818 -1.7508 2.8806  0.221
H: -0.0469 -3.0070 1.6292  0.219
H: -1.0271 -0.0021 0.5484  0.237
H: -2.6952 1.6354 -0.0462  0.251
H: -0.0594 4.8125 1.2976  0.227
H: 1.7197 3.0623 1.8381  0.219
H: -3.4786 -1.4088 -1.2521  0.178
H: -3.7110 -2.5511 0.9826  0.202
H: -2.3399 -1.4374 1.5559  0.215
H: -3.9382 0.5495 1.1469  0.220
H: -5.1883 -0.6526 0.4794  0.211
C: 1.3647 -1.3013 -2.1054  -0.443
C: 2.8489 -0.7787 -1.9718  -0.458
C: 2.7038 0.5520 -1.3622  -0.014
C: 1.3370 0.9049 -1.2382  -0.314
C: 0.4387 -0.1820 -1.6558  0.113
C: -0.7983 0.0337 -2.3147  -0.026
C: -1.2334 1.3042 -2.8052  -0.163
C: -2.4318 1.4100 -3.4886  -0.231
C: -3.1946 0.2680 -3.7782  -0.158
C: -2.7786 -0.9917 -3.3306  -0.243
C: -1.6221 -1.0979 -2.5523  -0.164
H: 1.2221 -1.5304 -3.1745  0.222
H: 1.3123 -2.2284 -1.5224  0.240
H: 3.4672 -1.4156 -1.3292  0.226
H: 3.3725 -0.7516 -2.9415  0.247
H: 3.5426 1.2448 -1.3058  0.247
H: 1.0217 1.9419 -1.2096  0.274
H: -0.5961 2.1873 -2.7049  0.220
H: -2.7916 2.3860 -3.8140  0.226
H: -4.1348 0.3511 -4.3233  0.217
H: -3.4421 -1.8586 -3.4250  0.222
H: -1.3739 -2.0254 -2.0125  0.233

DFT total energy	-41436.394	eV
E_HOMO	-0.22761	hartree
orbital gap	4.3	eV
spin multiplicity	1
LUMO level	-1.89	eV


[6]
Entry from OMol25: 3 unconnected molecules or ions with the total composition C4H10O3 at a distorted geometry (the ωB97M-V functional and the def2-TZVPD basis).

Each line ends with the natural charge from an NBO analysis.
Positions of all 17 atoms, in Å:
C: -1.3993 1.8695 1.9945  -0.359
C: -0.2300 1.1003 1.8949  -0.246
C: -0.1212 0.2973 0.6439  0.305
C: 0.5508 -0.9142 0.6731  -0.555
O: -0.9060 0.6375 -0.3738  -0.680
H: -2.1146 1.8782 1.2355  0.209
H: -1.4836 2.5377 2.8201  0.196
H: 0.5204 0.8053 2.5666  0.222
H: 0.1649 -1.6429 -0.0217  0.194
H: 0.8026 -1.4482 1.6887  0.214
H: -0.5709 0.2048 -1.1702  0.498
O: 3.1756 0.9578 -1.4427  -0.917
H: 3.0089 1.6499 -2.0550  0.455
H: 2.5104 1.3717 -0.7642  0.462
O: -1.3410 -3.1714 -2.2034  -0.952
H: -0.7786 -3.7075 -1.5766  0.476
H: -2.2904 -3.1584 -1.8024  0.477

DFT total energy	-10449.792	eV
SMILES	C=CC(=C)O.O.O
E_HOMO	-0.31117	hartree
orbital gap	8.9	eV
spin multiplicity	1
LUMO level	0.47	eV


[7]
Entry from OMol25: 15 unconnected molecules or ions with the total composition C5H38NO15 at a distorted geometry (the ωB97M-V functional and the def2-TZVPD basis).

Each line ends with the natural charge from an NBO analysis.
Positions of all 59 atoms, in Å:
C: 0.8216 0.4779 -1.0917  -0.228
C: -0.1971 0.9699 -2.1027  -0.481
C: 0.4308 1.8328 -3.1658  -0.160
C: -0.0735 2.0012 -4.3787  -0.416
N: 1.2506 1.5389 -0.1726  -0.679
C: 0.5203 1.5305 1.0873  0.094
O: 0.7940 0.4321 1.9333  -0.943
H: 1.6939 0.1273 -1.6221  0.191
H: 0.4297 -0.3632 -0.5230  0.216
H: -0.9890 1.5506 -1.6255  0.231
H: -0.7102 0.1223 -2.5465  0.230
H: 1.3706 2.3139 -2.9001  0.195
H: 0.3858 2.6590 -5.0992  0.188
H: -0.9865 1.5029 -4.7108  0.189
H: 2.2335 1.4071 0.0398  0.380
H: 0.8323 2.4527 1.6034  0.132
H: -0.5402 1.5838 0.8809  0.169
H: -0.6252 -2.6100 2.2278  0.512
H: -0.9678 -4.1514 2.0179  0.479
O: -0.5327 -3.3898 1.5798  -1.023
H: 3.9996 -2.4075 -0.9886  0.481
H: 3.4795 -1.0955 -0.4487  0.515
O: 3.9393 -1.4755 -1.2452  -0.991
H: 0.7232 4.2422 0.1537  0.463
H: 0.6288 2.9273 -0.6135  0.489
O: 0.2608 3.8303 -0.5896  -0.998
H: -1.8105 -1.1413 2.8192  0.506
H: -0.2828 -0.6906 2.4943  0.520
O: -0.8593 -1.3184 3.0451  -1.032
H: 2.1238 -0.8985 -3.7919  0.473
H: 3.0404 -1.6225 -2.7515  0.507
O: 2.4608 -1.7643 -3.5328  -0.987
H: -2.5532 2.4107 1.7485  0.513
H: -1.9631 1.6922 2.9675  0.507
O: -2.7349 1.6545 2.3620  -1.043
H: 1.0279 -2.5571 -2.6752  0.502
H: 0.8626 -3.1206 -1.2306  0.501
O: 0.3637 -2.9349 -2.0572  -1.033
H: -3.6433 -1.2369 1.4466  0.492
H: -3.4536 -0.0181 2.3889  0.508
O: -3.5519 -0.9963 2.3863  -0.989
H: -1.4622 3.5237 -0.1540  0.508
H: -2.6010 2.4645 -0.3223  0.495
O: -2.3633 3.2731 0.1620  -1.008
H: 1.9224 -0.2454 1.5500  0.516
H: 3.4006 -0.9012 1.9109  0.472
O: 2.7719 -0.8589 1.1963  -1.082
H: 2.1592 -2.4134 0.5727  0.501
H: 1.0388 -3.4429 0.8183  0.503
O: 1.8107 -3.2782 0.2623  -1.026
H: -0.0039 1.0589 3.4258  0.510
H: -0.9688 0.4447 4.4275  0.487
O: -0.6821 1.3236 4.1184  -0.997
H: -2.6721 0.6716 0.7284  0.481
H: -2.3445 -0.4549 -0.3255  0.510
O: -2.8272 0.3893 -0.1931  -1.033
H: -1.1078 -2.3086 -1.2117  0.515
H: -1.4571 -2.5939 0.2461  0.498
O: -1.8126 -2.1200 -0.5314  -1.031

DFT total energy	-38009.591	eV
E_HOMO	-0.24683	hartree
orbital gap	9.4	eV
spin multiplicity	1
LUMO level	2.71	eV
charge	-1


[8]
Entry from OMol25: CH4OP2 in the gas phase at a distorted geometry (the ωB97M-V functional and the def2-TZVPD basis).

Each line ends with the natural charge from an NBO analysis.
Positions of all 8 atoms, in Å:
C: 1.3834 0.4158 -0.2906  -0.938
P: 0.0609 -0.8356 -0.7360  0.132
P: -1.6646 -0.4967 0.4350  1.156
O: -2.7789 -1.4145 0.2035  -1.026
H: 2.0989 0.0117 0.3818  0.230
H: 1.1580 1.4372 0.0327  0.239
H: 1.9788 0.3389 -1.2393  0.237
H: -2.2365 0.5432 1.2129  -0.031

DFT total energy	-21725.211	eV
SMILES	CP=[PH]=O
E_HOMO	-0.31320	hartree
orbital gap	7.9	eV
spin multiplicity	1
LUMO level	-0.65	eV